# 1
{
  "formula": "C34H49BF16N6O16S",
  "method": "wB97M-V/def2-TZVPD",
  "smiles": "COCCCC[C@@H](N)O[C@](CN(N=C=S)C(=O)NC(=O)F)(N=C=O)B(O)N(C)C.CCOC(=O)C(F)(F)F.CCOC(=O)C(F)(F)F.CCOC(=O)C(F)(F)F.CCOC(=O)C(F)(F)F.CCOC(=O)C(F)(F)F",
  "lumo_energy_ha": -0.0436,
  "symbols": ["C", "H", "N", "H", "F", "O", "H", "C", "H", "H", "H", "F", "F", "C", "H", "C", "C", "C", "C", "H", "N", "O", "H", "C", "H", "H", "N", "O", "H", "O", "H", "O", "N", "F", "O", "N", "H", "H", "C", "H", "H", "C", "H", "H", "H", "F", "B", "O", "C", "O", "C", "O", "H", "H", "C", "H", "H", "H", "H", "H", "H", "C", "F", "H", "C", "F", "C", "F", "H", "H", "F", "H", "F", "C", "C", "C", "H", "O", "S", "C", "C", "O", "H", "F", "C", "H", "H", "C", "O", "H", "H", "C", "H", "C", "O", "C", "H", "F", "C", "N", "H", "F", "H", "H", "O", "C", "H", "F", "H", "C", "F", "O", "O", "C", "C", "C", "H", "H", "H", "H", "C", "C", "F"],
  "coordinates": [[-1.770, 3.939, 6.529], [2.310, 2.796, 0.984], [3.442, 0.676, -0.967], [1.439, -1.102, -0.910], [9.713, -0.825, 0.435], [2.478, 2.733, 0.038], [4.601, -0.474, 0.413], [4.485, 0.556, 0.085], [3.273, 1.678, -2.844], [-2.534, -4.304, -3.011], [4.863, 0.947, -2.485], [7.714, -0.322, -0.226], [-2.801, 5.844, 7.470], [-0.596, 1.901, -2.080], [-2.489, 6.768, -0.722], [0.920, -0.656, -0.065], [0.206, -1.671, -6.068], [-4.626, -4.047, -3.480], [1.634, -0.357, 3.314], [-0.034, 3.987, -0.213], [1.770, -3.213, 1.960], [-6.587, -0.264, 2.972], [-2.776, 4.423, 2.505], [-3.704, -2.420, -4.901], [8.990, -4.967, 2.380], [4.400, 2.446, -1.692], [1.773, -0.876, 1.110], [-6.876, -1.688, 4.695], [-0.284, 3.654, -3.240], [0.296, 0.864, -1.724], [-0.054, -1.152, 0.000], [8.581, -3.368, 1.207], [0.981, -0.708, 2.331], [8.737, -2.025, -1.074], [-1.641, 3.332, 5.357], [-1.119, 1.454, -3.392], [-2.441, 1.117, 6.767], [-3.622, -5.389, -2.137], [-1.047, 2.021, 5.388], [-1.023, 6.310, 0.128], [-2.922, 1.012, 5.080], [0.813, 0.827, -0.407], [0.794, -3.501, -7.049], [-4.630, -4.712, -4.341], [-5.758, 0.530, 4.712], [-7.956, -1.969, 1.482], [2.325, 1.438, -0.425], [-2.818, 5.449, 0.734], [-2.213, 4.500, 1.581], [3.174, -2.491, 0.294], [6.924, -5.059, 1.788], [-1.446, 3.510, 7.594], [-1.469, 0.512, -3.226], [7.107, -5.559, 0.837], [8.151, -4.291, 2.228], [-1.968, 1.994, -3.540], [-2.177, 3.514, 1.102], [-5.422, 1.377, 3.209], [-1.623, -0.028, 5.695], [4.268, 1.157, 0.971], [-3.503, -3.681, -1.681], [0.041, -3.148, -6.344], [-4.910, -0.668, -5.937], [6.072, -4.392, 1.649], [7.937, -2.215, 1.160], [3.726, 0.330, -4.987], [8.534, -1.332, 0.049], [4.881, -1.165, -6.040], [-3.992, -0.528, 2.439], [7.981, -3.759, 3.162], [-1.446, 6.165, 5.814], [-1.175, 4.784, 1.778], [-3.758, -0.163, -4.166], [-2.067, 0.965, 5.755], [-5.503, 0.391, 3.662], [-3.783, -0.926, -5.265], [-1.460, 1.985, -1.415], [-3.001, -3.207, -5.464], [2.429, 0.081, 4.564], [4.020, 1.496, -2.075], [-8.316, -1.829, 2.763], [-4.550, -2.673, -3.918], [-0.942, -3.359, -6.753], [-8.704, -3.016, 3.217], [0.558, -3.747, 1.587], [-1.737, 5.352, -2.337], [-0.196, 2.010, 6.068], [-3.504, -4.377, -2.520], [-0.337, -4.038, 2.309], [0.115, -1.077, -6.975], [-4.275, -1.360, 3.961], [-1.959, 5.923, -0.287], [5.451, 0.869, -0.298], [2.525, -1.304, -6.202], [1.466, -1.395, -5.419], [-1.675, 4.864, -1.366], [-0.668, 1.846, 4.382], [-3.403, 5.302, 5.467], [0.072, 3.263, -2.288], [0.040, 1.587, 0.615], [-2.406, 4.059, -1.294], [0.493, -3.961, 0.265], [0.408, 5.161, -1.417], [-3.383, 0.167, 3.948], [-1.860, 0.535, 1.543], [2.321, -2.207, 1.067], [6.660, -5.807, 2.535], [3.814, -1.702, -4.241], [0.166, -3.718, -5.421], [-0.250, 4.309, -1.227], [-9.365, -0.998, 2.811], [7.044, -1.862, 1.872], [2.555, -1.427, -7.390], [-0.937, 1.049, 1.100], [-4.210, -0.376, 3.495], [-7.160, -1.270, 3.613], [-5.591, -4.140, -2.986], [-0.553, -1.327, -5.374], [1.143, 3.118, -2.426], [1.745, -2.942, 2.933], [-2.373, 5.340, 6.319], [3.762, -0.960, -5.352], [-2.760, -0.562, -6.032]],
  "mulliken_charge": [0.245, 0.285, -0.111, 0.976, -0.266, -0.670, 0.119, -1.003, 0.282, 0.269, 0.438, -0.183, -0.244, 0.961, 0.322, -2.953, 0.294, -0.245, 0.560, 0.149, -0.100, -0.332, 0.357, 0.379, 0.319, 0.397, 1.488, -0.513, 0.607, -0.498, 0.437, -0.333, -0.873, -0.259, -0.262, -0.737, 0.451, 0.388, 0.089, 0.399, 0.355, 1.429, 0.396, 0.319, 0.345, -0.244, 0.967, -0.497, -0.450, -0.374, -0.917, -0.532, 0.074, 0.299, -0.245, 0.293, 0.032, 0.416, 0.374, 0.208, 0.293, -1.188, -0.279, 0.168, 0.422, -0.231, 0.825, -0.272, 0.355, 0.312, -0.252, 0.269, -0.254, -1.080, -0.418, 0.949, 0.153, -0.506, -0.316, -1.326, 0.897, -0.347, 0.356, -0.240, 0.645, 0.447, 0.328, -1.036, -0.497, 0.353, 0.365, -0.756, 0.424, 0.167, -0.201, -0.485, 0.125, -0.228, -1.062, -0.063, 0.265, -0.206, 0.505, -0.261, -0.635, -0.271, 0.377, -0.241, 0.272, -0.334, -0.253, -0.518, -0.548, 0.487, -0.699, 0.350, 0.319, -0.176, -0.091, 0.261, 0.908, 1.019, -0.219]
}


# 2
{
  "formula": "C34H49Br2FN3O6S",
  "method": "wB97M-V/def2-TZVPD",
  "charge": 1,
  "lumo_energy_ha": -0.1611,
  "symbols": ["H", "H", "C", "H", "C", "H", "H", "C", "H", "H", "O", "F", "H", "H", "H", "H", "C", "H", "C", "C", "Br", "C", "C", "C", "C", "H", "Br", "C", "H", "C", "H", "H", "H", "H", "H", "C", "H", "C", "N", "C", "H", "C", "H", "H", "C", "O", "H", "C", "C", "H", "N", "H", "C", "H", "C", "H", "H", "H", "H", "H", "H", "C", "C", "O", "C", "C", "H", "O", "H", "C", "C", "H", "C", "N", "H", "H", "C", "H", "H", "H", "H", "O", "C", "C", "H", "O", "C", "H", "H", "H", "S", "H", "C", "H", "H", "C"],
  "coordinates": [[-3.682, -1.241, 0.596], [8.877, 0.739, -1.300], [-2.635, -4.464, -0.877], [-4.203, -2.058, -0.866], [3.094, 2.063, -0.563], [3.182, 1.988, 4.108], [3.804, 2.000, 2.405], [0.327, 3.048, -1.554], [-3.939, 0.392, 2.529], [-0.692, -5.022, -2.841], [2.007, 4.150, -2.846], [1.069, 1.166, 3.702], [1.700, 1.112, 1.821], [3.083, 1.307, 0.232], [-0.049, 3.162, 3.017], [8.187, 1.969, -0.246], [-2.700, -5.479, -3.607], [-0.974, -3.212, -1.644], [-2.032, -3.130, -1.379], [-3.308, 2.271, -0.763], [-0.892, -0.229, 1.663], [2.349, 3.364, -0.135], [3.013, 2.327, 3.084], [-4.416, -4.465, 3.493], [1.609, 1.861, 2.613], [2.796, 1.598, -3.901], [1.654, -1.147, -5.658], [8.062, -0.027, 0.558], [-3.914, -5.244, 2.937], [-5.335, -4.769, 4.485], [-6.673, -3.929, 5.949], [6.606, -0.162, -1.753], [4.875, 3.274, -0.589], [4.613, 2.300, -2.112], [1.337, 0.678, -3.262], [0.672, 3.024, 2.210], [7.640, -0.998, 0.273], [-1.870, 1.139, 2.639], [-1.614, 2.765, -3.004], [-5.951, -3.733, 5.168], [-3.438, -2.844, 2.465], [6.687, 0.879, -1.413], [-2.597, -2.832, -2.279], [1.254, 3.948, 2.168], [5.518, 1.221, -0.456], [-1.912, -5.624, -1.237], [-3.986, -0.004, -2.013], [4.556, 2.319, -1.019], [-1.816, 2.570, -0.573], [-3.523, 1.346, 3.995], [-1.281, 2.633, 0.653], [-2.890, -0.271, 3.862], [0.856, 3.095, -0.269], [-1.160, -6.701, -2.762], [0.029, 2.898, 0.828], [-2.654, -4.457, -4.011], [4.957, 0.299, -0.256], [-2.306, 0.049, -1.495], [-6.079, -1.590, 5.331], [-3.695, -4.532, -1.166], [2.635, 3.641, 0.878], [-2.143, 2.442, 1.832], [-4.154, -3.130, 3.231], [-3.651, 1.009, -0.215], [-1.539, -5.684, -2.606], [-3.340, -0.042, -1.121], [-1.940, 3.284, 2.503], [-2.143, -2.073, -0.427], [-2.614, -4.415, 0.220], [-1.043, 2.778, -1.695], [1.459, 0.769, -5.393], [5.858, 1.598, 0.517], [1.722, 1.401, -3.998], [-4.737, -2.117, 3.875], [7.456, 0.393, 1.372], [2.665, 4.181, -0.786], [-3.402, -1.434, -0.453], [-3.680, -5.613, -3.144], [-3.613, 2.322, -1.810], [2.545, 1.600, -1.397], [6.720, 1.515, -2.304], [1.113, 1.471, -6.293], [-3.164, 0.602, 3.267], [8.027, 0.955, -0.639], [-1.242, 1.421, 3.488], [0.906, 2.566, -3.947], [1.155, 3.299, -2.802], [3.026, 3.424, 3.120], [-5.567, -5.799, 4.722], [9.075, -0.135, 0.956], [-1.716, 0.382, -4.399], [-3.875, 3.033, -0.215], [-5.620, -2.432, 4.825], [-2.603, -6.134, -4.479], [-3.208, 2.484, 1.614], [-1.749, 1.673, -3.542]],
  "mulliken_charge": [0.052, 0.398, -0.283, 0.509, 0.324, 0.420, 0.086, 1.142, 0.413, 0.226, -0.486, -0.418, 0.164, 0.391, 0.683, 0.295, -0.950, 0.347, -0.555, -1.728, -0.088, -1.780, -1.174, -0.768, 0.798, 0.300, -0.128, -1.026, 0.388, -0.220, 0.379, 0.278, 0.275, 0.208, 0.328, -1.982, 0.275, 0.828, -0.737, -0.554, 0.346, -0.746, 0.464, 0.799, -0.416, -0.490, 0.422, -0.946, 1.048, 0.438, 0.208, 0.420, -0.361, 0.400, 0.499, 0.224, 0.393, -0.091, 0.364, 0.228, 0.648, -2.421, 0.075, -0.199, -0.253, 0.178, 0.702, -0.300, 0.154, 0.824, 0.097, 0.233, 0.110, -0.187, 0.263, 0.765, -0.705, 0.275, 0.460, -0.144, 0.407, -0.424, -1.836, -0.623, 0.612, -0.332, -0.006, 0.395, 0.392, 0.365, -0.281, 0.522, -0.238, 0.371, 0.592, 0.673]
}